# 1
Here is a molecular structure, C35H47ClNP2Pd in a non-equilibrium geometry from the OMol25 dataset. Energies are from ωB97M-V/def2-TZVPD.

Structure (XYZ):
```
87
Properties=species:S:1:pos:R:3:forces:R:3
H 4.233019 -3.071882 -2.087435 -0.09 0.13 -0.21
C 0.459526 2.963016 -6.789434 -0.03 -0.20 0.14
H -2.005747 -2.851982 5.418592 -0.02 0.51 0.08
C 4.260769 -2.537288 -4.187305 -0.04 0.15 0.17
C -1.799230 -4.221304 3.187057 -0.13 -0.60 -0.16
H -3.602241 0.013867 0.947077 -0.44 -0.28 0.06
H 4.837799 -3.410716 -4.479903 -0.11 0.14 0.03
C -1.868810 -1.766212 5.552491 0.18 -0.03 0.43
C -3.714278 -1.091238 2.807981 -0.04 -0.21 0.29
C -0.932008 0.392561 4.579212 -0.08 0.14 -0.14
H -5.270030 -0.484407 1.452513 0.37 -0.02 -0.06
C -2.468398 -3.443343 0.883065 0.02 -0.03 -0.29
H -1.054301 -4.131615 3.988357 -0.33 -0.19 -0.21
C 0.352702 -1.694167 4.343125 0.23 0.11 0.06
H -0.382630 0.800591 3.714985 -0.03 0.02 0.43
H 3.825638 5.305572 -0.799545 0.08 -0.19 -0.20
C 2.117274 2.976391 -5.027841 -0.25 -0.22 0.15
N -1.088251 -0.693927 1.611091 0.12 1.45 0.65
H 0.920228 -1.255477 5.182946 -0.21 -0.29 -0.28
H 4.967657 1.076078 -3.155144 -0.07 0.15 0.07
C -1.552237 -3.197789 2.085639 -0.26 -0.25 0.60
C -1.071553 -1.130454 4.393472 -0.38 -0.23 0.39
H -2.322657 -2.634679 0.151749 -0.15 -0.35 0.06
H -3.527043 -3.514641 1.152797 0.33 -0.06 -0.18
H 0.998860 2.898446 0.236170 -0.75 -0.16 -0.01
H 2.230564 4.199255 -6.795014 -0.17 -0.21 0.16
C 3.135080 -0.482387 -4.776798 0.02 -0.07 0.34
H -3.694106 -0.008354 4.710523 -0.13 0.24 -0.29
H 6.190035 4.798581 -1.399206 -0.15 -0.14 -0.05
C 3.923650 -2.348451 -2.840610 0.02 0.00 -0.26
H 6.749016 2.692785 -2.608027 -0.31 0.08 0.10
H -0.385247 0.580289 5.516399 0.00 -0.05 -0.38
C -4.462563 -2.280811 3.425290 -0.48 0.06 0.15
C 3.862358 -1.611030 -5.149995 -0.01 -0.08 0.12
H 2.022608 3.748903 -1.476489 0.16 0.00 -0.01
H 0.639487 -3.231344 2.360227 -0.20 -0.05 -0.25
H -2.815055 -4.130701 3.589328 0.43 -0.18 0.08
H -5.524091 -1.995432 3.541831 0.36 -0.17 -0.10
H 3.045738 3.372226 -4.625392 -0.12 -0.14 -0.03
H -1.292317 -1.635374 6.487003 -0.16 0.00 -0.37
C 1.383087 1.997277 -4.325117 -0.40 0.41 -0.53
C 4.072904 4.387537 -1.332067 0.18 -0.12 -0.13
C 5.402135 4.096396 -1.662333 -0.22 -0.06 0.01
H 2.883918 -1.096719 -1.428369 0.13 -0.01 -0.20
H 2.816838 0.230005 -5.531669 0.08 -0.04 0.11
H -0.623200 2.438803 -1.860064 -0.14 -0.15 -0.03
C -3.987167 0.145692 3.669179 -0.11 0.21 -0.03
H -1.720816 -5.226327 2.739074 0.07 0.23 0.24
H -2.174487 -4.392483 0.404972 -0.10 0.29 0.20
C 3.188137 -1.232669 -2.466118 0.06 0.07 -0.22
H -2.845371 -1.285258 5.716307 0.45 -0.33 -0.04
C -4.213187 -0.791725 1.389156 0.06 0.00 -0.05
H -0.425260 0.820845 -4.314800 0.16 0.05 -0.15
Pd -1.084328 1.077356 0.502090 1.58 -11.46 0.86
C 3.061590 3.499906 -1.684990 0.18 -0.43 -0.02
C -2.255479 2.626476 1.029934 -1.18 2.12 1.11
C -0.111045 -3.300250 1.567387 0.17 0.08 -0.07
H 0.068718 -2.491616 0.849292 0.15 -0.36 0.03
C 4.710132 2.002396 -2.648057 -0.34 0.02 0.28
C 2.814719 -0.281012 -3.428429 0.23 -0.59 0.03
H -3.093868 2.563066 1.701511 -0.10 0.15 -0.04
C -2.276070 2.410559 -0.375102 -1.78 1.67 -1.11
H -1.216513 1.617750 -6.496727 0.20 0.15 0.05
C 1.653394 3.449049 -6.253147 -0.15 -0.07 0.02
C 3.366139 2.276764 -2.315074 0.77 0.70 -0.18
H -4.411290 -3.170315 2.782975 -0.16 0.31 0.42
Cl 0.158667 -0.008274 -1.972786 -0.56 -0.96 0.29
P 1.997415 1.200780 -2.829599 0.74 0.54 -0.44
H -3.484784 1.035053 3.257499 -0.18 -0.26 0.24
H 0.008458 -4.278262 1.070730 -0.08 0.34 0.16
C 5.716152 2.912931 -2.332607 -0.13 0.10 0.13
P -1.892307 -1.468137 2.758706 0.41 -0.61 -0.99
H -3.113220 2.160530 -1.014390 -0.06 0.14 0.28
H -4.146569 -1.673772 0.748426 -0.14 0.38 0.03
C -0.283416 2.005827 -6.092142 0.21 0.31 -0.11
H 0.395596 -2.791444 4.417449 0.01 0.49 0.01
C -0.092976 2.769720 0.265499 1.90 2.68 -0.82
H 0.103602 3.324239 -7.750331 0.08 -0.02 0.14
H -1.886601 0.918094 4.660784 0.27 -0.14 -0.03
H -4.080898 -2.508887 4.433165 -0.23 -0.08 -0.45
H 4.117283 -1.759562 -6.198688 -0.06 -0.01 0.26
C -0.953955 2.494770 -0.839099 1.04 3.43 -1.97
C -0.897172 2.858469 1.421100 -0.17 2.10 1.84
H -5.069907 0.328591 3.663449 0.20 0.01 -0.07
H -0.507603 2.960243 2.438491 -0.38 0.17 -0.47
H 0.818909 -1.360269 3.408734 0.12 -0.17 0.26
C 0.170478 1.544299 -4.864986 0.01 -0.03 0.06
```
Forces are in eV/Å.

Summary:
Total energy   -73116.9895 eV
Total charge   +1
2S+1   5
Max |F|   11.60 eV/Å

# 2
Here is 2 unconnected molecules or ions with the total composition C4H8NO in a non-equilibrium geometry from the OMol25 dataset. Energies are from ωB97M-V/def2-TZVPD.

Structure (XYZ):
```
14
Properties=species:S:1:pos:R:3:forces:R:3
H 0.905981 0.098010 -2.035625 0.54 0.35 0.75
C 0.830514 1.049464 -1.455913 0.39 -2.73 -1.25
H 1.128743 0.368065 2.327644 -1.19 -1.48 -3.62
H 1.760708 1.541700 -1.363318 0.79 0.51 0.26
H 1.648016 -1.054690 0.787875 -2.07 1.85 -1.22
H -1.299580 -0.275628 -1.013126 -0.44 2.18 1.14
H -1.065901 -2.542142 1.807952 0.30 0.96 -0.40
H 0.126919 1.543417 -2.092157 -0.87 1.08 0.74
H -1.744961 1.094849 0.316544 -1.00 1.64 0.11
O 0.327134 0.697402 -0.114121 -0.38 2.35 -1.20
N -1.442027 -1.728343 1.293793 -0.06 0.52 -0.42
C 0.684428 -0.359879 0.760220 3.32 -1.41 5.64
C -1.111044 0.359609 -0.048614 0.20 -4.10 -2.50
C -0.748928 -0.791834 0.828847 0.47 -1.73 1.99
```
Forces are in eV/Å.

Summary:
Total energy   -7801.4802 eV
Total charge   +1
Energy above the lowest of the compared OMol25 structures with the same formula, charge and spin   639.0 kJ/mol
2S+1   1
Max |F|   6.69 eV/Å

# 3
Here is 2 unconnected molecules or ions with the total composition C4H11N2O in a non-equilibrium geometry from the OMol25 dataset. Energies are from ωB97M-V/def2-TZVPD.

Structure (XYZ):
```
18
Properties=species:S:1:pos:R:3:forces:R:3
H 1.381822 0.721492 0.424681 0.47 0.10 0.14
H 0.559207 -1.302729 -1.436338 0.86 0.11 -0.35
H -0.039180 3.205044 0.641865 0.00 0.26 0.09
C -0.041620 -1.972193 1.556868 -0.69 1.38 -1.84
C -0.261098 -1.140989 0.481617 -0.08 -1.41 1.77
C 0.430814 2.441155 -0.008302 -0.48 -1.32 -0.21
N 1.315228 1.613259 0.907761 -0.37 0.75 -0.05
H -2.306624 -0.986352 -1.543758 0.16 -0.25 0.24
H 1.127329 2.986263 -0.706121 -0.21 0.06 -0.14
H -1.259180 0.239778 -1.434014 0.34 0.23 -0.11
C -0.391244 -1.509782 -0.989660 -0.53 -1.58 0.80
N -1.346426 -0.727355 -1.749504 -0.80 0.07 -0.41
H -0.570932 -2.623446 -1.136809 0.13 1.21 0.28
H 2.222332 2.072149 0.981378 0.05 -0.39 -0.12
O -0.477512 1.632704 -0.616613 0.76 1.38 0.30
H -0.114418 -3.054981 1.446719 0.38 0.11 0.10
H 0.124601 -1.532643 2.552621 -0.19 -0.30 -0.47
H -0.353092 -0.061367 0.627611 0.20 -0.40 0.00
```
Forces are in eV/Å.

Summary:
Total energy   -9348.6575 eV
Total charge   -2
Energy above the lowest of the compared OMol25 structures with the same formula, charge and spin   82.7 kJ/mol
2S+1   2
Max |F|   2.40 eV/Å

# 4
Here is 2 unconnected molecules or ions with the total composition C5H7NO in a non-equilibrium geometry from the OMol25 dataset. Energies are from ωB97M-V/def2-TZVPD.

Structure (XYZ):
```
14
Properties=species:S:1:pos:R:3:forces:R:3
H 2.536561 -0.718282 0.686963 -0.09 0.10 -0.10
C 0.548970 -0.349400 -0.030459 -0.02 -0.05 0.00
H -1.018257 0.135042 -1.347295 0.07 0.00 0.13
C -0.435217 0.550266 -0.528092 0.10 -0.09 -0.03
O 0.133048 -1.451919 0.388058 0.02 0.21 -0.12
H -1.643611 -0.641733 1.603912 -0.02 0.01 -0.16
H 2.180607 0.990196 0.272226 -0.02 -0.12 -0.06
H 2.428897 -0.191762 -1.014440 -0.06 0.04 0.11
H -1.952671 -2.026783 0.450106 0.09 0.17 -0.04
C 2.019298 -0.055072 -0.007943 0.04 0.01 0.03
H -2.584041 -0.369218 0.059398 0.10 -0.05 0.09
C -0.207506 1.955846 -0.600734 0.20 1.04 0.07
N -0.032998 3.106738 -0.603407 -0.20 -1.23 -0.01
C -1.844186 -0.956880 0.588036 -0.22 -0.05 0.10
```
Forces are in eV/Å.

Summary:
Total energy   -8831.8340 eV
Total charge   0
Energy above the lowest of the compared OMol25 structures with the same formula, charge and spin   421.5 kJ/mol
2S+1   1
Max |F|   1.25 eV/Å